{"formula": "C15H21ClN2O", "method": "the ωB97M-V functional and the def2-TZVPD basis", "symbols": ["Cl", "O", "N", "N", "C", "C", "C", "C", "C", "C", "C", "C", "C", "C", "C", "C", "C", "C", "C", "H", "H", "H", "H", "H", "H", "H", "H", "H", "H", "H", "H", "H", "H", "H", "H", "H", "H", "H", "H", "H"], "positions_angstrom": [[3.63778, 2.07317, -0.06368], [-0.04146, -1.47575, 0.04444], [-0.68380, 0.74534, -0.17454], [1.43876, 0.43242, -0.10440], [0.28992, -0.29593, -0.08162], [4.03308, -2.22583, 0.02642], [2.80231, -1.79758, 0.09576], [3.77126, 0.27353, -0.03431], [-5.25552, -0.28605, 1.13606], [-4.40022, 0.44710, -1.71808], [-4.33114, 0.94816, 1.28195], [5.07787, -0.13479, 0.06023], [-2.22754, 0.12464, -0.24606], [2.54790, -0.40894, 0.09054], [-2.85772, 0.61749, 1.33842], [-2.98941, 0.86980, -1.22531], [-4.84352, -1.28260, 0.13707], [-4.70538, -0.90066, -1.21024], [5.13216, -1.57900, -0.04168], [-4.50071, 1.49574, 2.16409], [5.96605, 0.65601, 0.08295], [-3.73926, -1.92184, 0.43929], [-2.57501, -0.17424, 2.17922], [-4.15388, -1.55590, -1.61741], [-4.63226, 0.55840, -2.53744], [-5.34072, -0.60886, 2.22027], [-2.23848, 1.67050, 1.55850], [-2.24102, -0.96694, -0.21078], [-5.07258, 0.94835, -1.03872], [4.10413, -3.39212, 0.37742], [-2.83681, 2.12017, -1.27415], [-6.16821, -0.02360, 0.95081], [-4.66234, 1.76338, 0.88294], [1.85970, -2.32015, 0.03495], [-0.55522, 1.60225, -0.14536], [-2.36316, 0.71462, -2.05307], [1.36035, 1.40806, -0.01556], [6.16885, -2.00012, -0.04624], [-5.42654, -2.11404, 0.39825], [-5.77008, -1.17974, -1.74628]], "nbo_charge": [-0.0935, -0.6397, -0.6492, -0.6150, 0.8069, -0.2123, -0.2453, -0.0126, -0.4068, -0.3417, -0.4716, -0.2176, -0.0337, 0.1263, -0.3926, -0.4457, -0.3615, -0.3785, -0.2213, 0.2186, 0.2540, 0.1564, 0.2195, 0.1947, 0.1715, 0.2104, 0.1967, 0.2593, 0.1924, 0.2159, 0.1979, 0.1974, 0.2130, 0.2703, 0.3507, 0.2223, 0.4367, 0.2235, 0.2303, 0.1735], "energy_ha": -1228.74787, "homo_energy_ev": -8.50, "orbital_gap_ev": 9.13, "e_lumo_ha": 0.0232, "smiles": "O=C(Nc1ccccc1Cl)NC1CCCCCCC1"}



{"formula": "C15H21N3O2", "method": "the ωB97M-V functional and the def2-TZVPD basis", "symbols": ["O", "O", "N", "N", "N", "C", "C", "C", "C", "C", "C", "C", "C", "C", "C", "C", "C", "C", "C", "C", "H", "H", "H", "H", "H", "H", "H", "H", "H", "H", "H", "H", "H", "H", "H", "H", "H", "H", "H", "H", "H"], "positions_angstrom": [[-2.57858, 3.45123, -1.20667], [-3.59456, 5.46822, -1.15334], [4.55982, -3.41887, 0.64081], [-4.49991, 3.79077, -2.42078], [-1.48011, 0.09163, 0.96507], [4.03382, -3.13232, 1.84224], [2.84118, -2.45847, 1.94761], [-1.38440, -1.09933, 1.57668], [0.76599, -0.06333, 0.25302], [2.16897, -2.05972, 0.79483], [2.73104, -2.38103, -0.43630], [-2.77499, 0.81864, 0.99998], [-4.69481, 2.32960, -2.47007], [0.89203, -1.30297, 0.87004], [3.92594, -3.06304, -0.48558], [-3.57881, 4.31956, -1.54924], [5.86516, -4.12544, 0.57871], [-1.34099, 4.15464, -1.05311], [-0.21160, -1.81447, 1.54860], [-0.43175, 0.61414, 0.31795], [-0.17400, -2.77345, 2.04564], [-5.72564, 2.14120, -2.72622], [-0.55028, 3.42484, -0.99747], [2.45386, -2.23623, 2.93190], [6.11765, -4.31678, -0.45761], [-5.36019, 4.28941, -2.25912], [-1.18489, 4.81399, -1.89293], [-4.10130, 1.91475, -3.26997], [-3.51205, 0.21580, 0.47624], [-3.06148, 0.95908, 2.03865], [1.59436, 0.39159, -0.27138], [-4.47925, 1.84364, -1.53115], [-1.35038, 4.76927, -0.16518], [-2.26835, -1.46028, 2.08229], [4.59531, -3.45144, 2.70856], [-2.66892, 1.78217, 0.50770], [5.77891, -5.06448, 1.11795], [6.62155, -3.49105, 1.03260], [-0.57524, 1.57760, -0.14629], [2.24384, -2.11626, -1.36391], [4.39302, -3.33286, -1.42072]], "nbo_charge": [-0.5720, -0.5987, -0.2380, -0.6088, -0.2352, 0.1058, -0.1971, 0.1161, -0.2007, 0.0388, -0.2107, -0.4247, -0.4112, 0.0331, 0.1204, 0.8725, -0.4121, -0.2511, -0.2091, 0.1118, 0.2642, 0.2232, 0.1497, 0.2643, 0.2447, 0.4066, 0.2166, 0.2069, 0.2441, 0.2468, 0.2619, 0.1698, 0.2094, 0.2573, 0.2591, 0.2660, 0.2503, 0.2506, 0.2581, 0.2649, 0.2565], "charge": 2, "energy_ha": -898.37375, "homo_energy_ev": -14.08, "orbital_gap_ev": 6.24, "e_lumo_ha": -0.2880}



{"formula": "C15H22Al2BF5LiNO10P", "method": "the ωB97M-V functional and the def2-TZVPD basis", "symbols": ["P", "Al", "Al", "F", "F", "F", "F", "F", "O", "O", "O", "O", "O", "O", "O", "O", "O", "O", "N", "C", "C", "C", "C", "C", "C", "C", "C", "C", "C", "C", "C", "C", "C", "C", "B", "Li", "H", "H", "H", "H", "H", "H", "H", "H", "H", "H", "H", "H", "H", "H", "H", "H", "H", "H", "H", "H", "H", "H"], "positions_angstrom": [[1.46860, -1.91818, -1.79608], [-1.23622, 2.31302, -2.04276], [6.31896, -3.34451, -4.06241], [7.73649, -3.72364, -3.26614], [-4.24738, -1.73017, 0.46012], [6.22214, -4.15090, -5.51980], [6.22821, -1.66630, -4.30881], [4.94426, -3.76336, -3.04357], [-1.53005, -0.00870, -0.71019], [-4.20463, 3.23126, 3.08312], [-5.38418, 7.21121, 1.54668], [-4.11329, 5.58137, 2.44475], [-2.90740, 1.48857, 3.60823], [-1.70151, 3.40700, 5.46444], [-5.61099, 4.90636, 4.12874], [-7.26605, 6.36705, 3.66074], [-3.18116, 0.73163, -1.99477], [-3.23211, 4.79878, 4.58137], [3.26831, -1.73444, -1.50052], [-3.23163, 2.63985, 3.73695], [-1.65936, -1.36557, -0.17204], [3.79837, -0.42906, -1.93794], [4.10988, 0.37779, -0.66302], [1.65696, -3.71742, -1.30064], [-6.19391, 5.91791, 3.44233], [-3.59974, 0.87961, 0.31781], [-2.80748, 0.54052, -0.85753], [-0.41276, -2.05905, -2.27906], [-1.27392, -2.45506, -1.12348], [-5.21353, 6.35348, 2.34594], [2.71929, -3.64346, 1.07965], [5.03689, -0.41474, 0.25525], [-2.59690, 3.65179, 4.71187], [2.19902, -3.69367, 0.00053], [-4.29733, 4.65525, 3.54791], [-4.71376, 2.33182, 5.67676], [-4.38160, 0.09014, 0.35077], [4.57720, 1.30796, -0.94391], [5.66068, 0.27357, 0.80189], [5.67201, -1.08322, -0.30700], [-0.69020, -1.10602, -2.70122], [3.71761, -2.43633, -2.11566], [3.16054, 0.52009, -0.15974], [2.40920, -4.15960, -1.95580], [3.36635, -3.46363, 1.88909], [4.48183, -1.01260, 0.96014], [-3.03390, 0.77904, 1.23069], [-4.06877, 1.85123, 0.27143], [-2.81786, -1.58228, 0.12786], [-2.19688, -2.83016, -1.57868], [4.71274, -0.56475, -2.50135], [-1.12759, -1.47530, 0.76273], [1.73387, -1.61030, -3.14846], [0.75229, -4.29838, -1.39183], [-0.47805, -2.75581, -3.10430], [1.22709, -0.86183, -0.90096], [3.11479, 0.12001, -2.57487], [-0.88341, -3.26787, -0.52529]], "nbo_charge": [1.0074, 0.9561, 2.1608, -0.7702, -0.6683, -0.7694, -0.7878, -0.8079, -0.6205, -0.6340, -0.4901, -0.6716, -0.5558, -0.5072, -0.7068, -0.4810, -0.6216, -0.6150, -0.5756, 0.5922, -0.1316, -0.2856, -0.3880, -0.6967, 0.6735, -0.8208, 0.8180, -0.5094, -0.4913, 0.6711, -0.0089, -0.6164, 0.6153, -0.0550, 1.1347, 0.9793, 0.3746, 0.2420, 0.2362, 0.2279, 0.2514, 0.4529, 0.1826, 0.3327, 0.2624, 0.1994, 0.2596, 0.2689, 0.3669, 0.3258, 0.2804, 0.2170, 0.1254, 0.2841, 0.2596, 0.0580, 0.2126, 0.2579], "charge": 1, "energy_ha": -2749.70992, "homo_energy_ev": -12.29, "orbital_gap_ev": 2.84, "e_lumo_ha": -0.3472}



{"formula": "C15H22CaClO16", "method": "the ωB97M-V functional and the def2-TZVPD basis", "symbols": ["Ca", "Cl", "O", "O", "O", "O", "O", "O", "O", "O", "O", "O", "O", "O", "O", "O", "O", "O", "C", "C", "C", "C", "C", "C", "C", "C", "C", "C", "C", "C", "C", "C", "C", "H", "H", "H", "H", "H", "H", "H", "H", "H", "H", "H", "H", "H", "H", "H", "H", "H", "H", "H", "H", "H", "H"], "positions_angstrom": [[-0.25840, -3.23586, -2.28669], [1.25037, -1.15746, -0.71148], [1.00089, -2.33909, -0.01054], [6.03336, 3.53815, -3.29992], [4.01492, 2.54110, -2.70102], [-2.00820, -1.98735, -3.15274], [3.21552, 3.12895, 3.59152], [-3.58287, -2.38611, -4.63641], [-4.27209, -1.55284, -2.74313], [1.76729, -0.17286, 0.07068], [5.93829, 1.50553, -2.22771], [2.04429, -1.52751, -1.80197], [2.16009, 3.34108, 5.70595], [-2.19519, 0.62962, 5.21927], [1.37852, 2.21103, 4.08450], [-0.37741, 0.02179, 6.27754], [-0.00696, -0.91940, -1.27209], [-0.63181, -0.39843, 4.03286], [5.39216, 2.60293, -2.84129], [5.37519, -0.24000, -0.69781], [-1.68603, -0.32374, 3.11357], [-5.00056, -2.28146, -4.82587], [-6.48544, -0.72088, -3.25851], [3.67382, 1.31559, -2.13896], [-1.76029, -1.77584, 2.68867], [-3.19899, -1.92544, -3.48820], [-1.07066, 0.03541, 5.23134], [1.57793, 1.86370, 2.74697], [4.94848, 0.49983, -2.03377], [-5.49257, -1.88955, -3.43091], [2.75026, 2.70924, 2.34775], [-2.78284, 0.30684, 3.96895], [2.25249, 3.00385, 4.53943], [-0.89833, -2.05619, 2.08327], [3.12058, 1.58166, -1.23827], [-2.70280, -1.99894, 2.18866], [-2.97390, 1.30385, 3.57199], [3.11884, 0.70262, -2.84914], [-3.49983, -0.50477, 4.09265], [-6.08327, -2.73296, -3.07341], [-5.18575, -1.51573, -5.57917], [6.35347, -0.69137, -0.86317], [5.24715, 0.51091, 0.08183], [4.76999, -1.10769, -0.43527], [-1.45467, 0.26589, 2.22649], [-7.49772, -1.02844, -3.52082], [2.58926, 3.56350, 1.69017], [-1.84318, -2.46628, 3.52803], [1.68991, 0.82422, 2.43872], [3.45186, 2.08851, 1.79049], [-5.32738, -3.26211, -5.17170], [0.76463, 2.25604, 2.13647], [5.19918, -0.05279, -2.93922], [-6.53330, -0.21503, -2.29418], [-6.26827, 0.11428, -3.92441]], "nbo_charge": [1.9130, 2.6715, -0.9578, -0.5570, -0.4912, -0.8049, -0.4873, -0.4469, -0.4486, -0.7680, -0.5000, -0.9224, -0.5644, -0.4400, -0.4633, -0.5852, -0.9619, -0.4801, 0.9640, -0.6189, 0.0624, -0.0962, -0.6438, -0.1113, -0.6308, 1.0444, 0.9467, -0.1082, 0.0701, 0.0542, -0.0886, -0.1211, 0.9666, 0.2260, 0.1957, 0.1958, 0.2187, 0.1885, 0.2004, 0.2098, 0.2188, 0.2376, 0.2220, 0.2125, 0.1786, 0.2386, 0.1845, 0.2276, 0.2025, 0.1828, 0.2232, 0.1760, 0.1856, 0.2566, 0.2232], "charge": 1, "energy_ha": -2925.88001, "homo_energy_ev": -11.74, "orbital_gap_ev": 5.85, "e_lumo_ha": -0.2165}